Molecular formula: C33H40BrInN6O2SSi
Method: DFT, ωB97M-V with the def2-TZVPD basis set

Values from the calculation:
Orbital gap = 6.18 eV
E_LUMO = -0.3 eV
Spin multiplicity = 1
ΔE to the lowest compared entry with this formula, charge and spin = 10.5 kJ/mol

CARTESIAN COORDINATES (ANGSTROEM)
In1 -1.794 -1.947 -0.017
C1 -2.689 3.033 2.363
C2 -2.538 3.317 1.006
C3 -2.713 2.333 0.053
C4 -3.049 1.014 0.418
C5 -3.212 0.745 1.785
C6 -3.036 1.741 2.738
N1 -3.097 -0.024 -0.496
C7 -3.755 0.086 -1.663
C8 -4.749 1.073 -1.930
C9 -5.415 1.112 -3.124
C10 -5.156 0.181 -4.148
C11 -4.213 -0.786 -3.929
C12 -3.516 -0.851 -2.711
N2 -2.541 -1.805 -2.460
N3 -2.116 -2.462 -3.436
C13 -1.070 -3.376 -3.119
C14 -0.373 -3.909 -4.196
C15 0.715 -4.723 -3.935
C16 1.056 -4.989 -2.617
C17 0.273 -4.439 -1.612
N4 -0.770 -3.657 -1.857
H1 -2.569 3.812 3.106
H2 -2.269 4.319 0.693
H3 -2.557 2.555 -0.996
H4 -3.492 -0.258 2.083
H5 -3.201 1.511 3.785
H6 -4.990 1.788 -1.155
H7 -6.173 1.872 -3.276
H8 -5.704 0.221 -5.079
H9 -3.988 -1.531 -4.680
H10 -0.679 -3.654 -5.201
H11 1.297 -5.135 -4.749
H12 1.909 -5.604 -2.367
H13 0.494 -4.623 -0.567
Br1 4.431 -0.676 -0.931
C18 3.350 -0.691 -2.496
C19 4.027 -0.454 -3.685
C20 3.331 -0.396 -4.881
C21 1.953 -0.548 -4.886
C22 1.287 -0.768 -3.694
C23 1.967 -0.867 -2.481
C24 1.143 -1.172 -1.249
O1 1.695 -1.731 -0.277
O2 -0.072 -0.843 -1.309
H14 5.098 -0.309 -3.665
H15 3.870 -0.218 -5.803
H16 1.397 -0.487 -5.813
H17 0.209 -0.858 -3.672
C25 2.069 -2.710 3.423
C26 2.542 -1.304 3.091
N5 1.663 -0.618 2.154
C27 0.771 0.314 2.342
S1 1.453 1.869 0.086
N6 0.262 0.711 3.510
C28 0.075 -0.103 4.717
C29 -1.099 -1.060 4.566
H18 2.819 -3.225 4.023
H19 1.915 -3.272 2.502
H20 1.129 -2.705 3.975
H21 3.510 -1.356 2.589
H22 2.688 -0.687 3.976
H23 1.744 -0.948 1.166
H24 -0.452 1.420 3.391
H25 -0.097 0.595 5.536
H26 0.989 -0.637 4.952
H27 -2.030 -0.510 4.437
H28 -1.190 -1.688 5.453
H29 -0.975 -1.702 3.692
C30 3.432 4.309 0.335
Si1 2.374 3.255 1.449
C31 1.075 4.276 2.323
C32 3.435 2.371 2.713
C33 0.238 0.999 1.118
H30 3.977 5.056 0.916
H31 2.820 4.831 -0.403
H32 4.163 3.699 -0.199
H33 1.553 4.975 3.015
H34 0.382 3.661 2.901
H35 0.487 4.851 1.606
H36 4.045 3.095 3.259
H37 4.102 1.659 2.223
H38 2.830 1.834 3.447
H39 -0.602 1.637 1.372
H40 -0.100 0.184 0.472

Mulliken population analysis, charges in e, atoms 1 to 6: 0.81 -0.37 -0.91 0.19 -0.15 -0.04

***

Molecular formula: C33H40Cl3N8O2Si2Tb
Method: DFT, ωB97M-V with the def2-TZVPD basis set

Values from the calculation:
Orbital gap (alpha / beta) = 6.34 / 6.91 eV
E_LUMO (alpha / beta) = -0.5 / 0.0 eV
Spin multiplicity = 7
ΔE to the lowest compared entry with this formula, charge and spin = 182.0 kJ/mol
⟨S²⟩ = 12.61

CARTESIAN COORDINATES (ANGSTROEM)
Tb1 -0.428 -0.803 -0.612
N1 -1.943 -2.977 2.894
C1 -0.979 -2.847 1.960
N2 -0.191 -1.828 1.839
C2 -0.260 -0.826 2.823
N3 0.596 0.126 2.850
N4 1.534 0.247 1.922
C3 1.303 0.851 0.833
C4 2.259 0.962 -0.314
C5 3.664 0.586 0.074
C6 4.423 -0.153 -0.742
C7 3.856 -0.717 -1.927
C8 2.508 -0.640 -2.087
N5 1.647 0.019 -1.278
C9 -1.310 -0.878 3.833
C10 -1.500 0.141 4.762
C11 -2.578 0.098 5.625
C12 -3.496 -0.942 5.547
C13 -3.316 -1.968 4.636
C14 -2.212 -1.949 3.793
H1 -2.577 -3.763 2.855
H2 -0.829 -3.694 1.302
H3 0.309 1.293 0.618
H4 4.035 0.992 0.997
H5 5.454 -0.372 -0.498
H6 4.475 -1.238 -2.638
H7 2.038 -1.157 -2.923
H8 -0.786 0.949 4.783
H9 -2.718 0.887 6.348
H10 -4.351 -0.954 6.205
H11 -4.030 -2.775 4.567
Cl1 -7.329 -0.782 2.501
C15 -5.834 -1.149 1.728
C16 -4.855 -0.173 1.625
C17 -3.658 -0.507 1.029
Cl2 -2.377 0.650 0.891
C18 -3.364 -1.785 0.497
O1 -2.224 -2.084 -0.017
C19 -4.412 -2.725 0.642
Cl3 -4.125 -4.314 0.032
C20 -5.618 -2.427 1.236
H12 -5.025 0.822 2.002
H13 -6.383 -3.183 1.312
C21 3.752 -4.424 -2.574
C22 2.344 -4.027 -2.339
C23 1.213 -4.203 -3.110
C24 0.175 -3.552 -2.426
N6 0.639 -3.014 -1.295
N7 1.952 -3.333 -1.251
C25 -1.242 -3.403 -2.849
H14 3.836 -4.956 -3.517
H15 4.120 -5.064 -1.776
H16 4.379 -3.534 -2.616
H17 1.148 -4.714 -4.047
H18 2.545 -2.962 -0.523
H19 -1.515 -4.189 -3.550
H20 -1.374 -2.433 -3.339
H21 -1.903 -3.433 -1.982
C26 1.063 1.379 -3.830
Si1 1.108 2.657 -2.406
C27 -0.713 2.920 -1.888
C28 1.728 4.235 -3.291
C29 2.237 2.428 -0.854
Si2 1.988 3.716 0.567
C30 2.413 5.475 -0.045
C31 3.190 3.396 2.021
C32 0.238 3.888 1.331
H22 0.695 1.853 -4.736
H23 0.393 0.554 -3.589
H24 2.043 0.968 -4.051
H25 -1.373 2.609 -2.690
H26 -0.924 3.964 -1.678
H27 -0.986 2.341 -1.006
H28 1.070 4.483 -4.116
H29 2.722 4.088 -3.699
H30 1.770 5.097 -2.640
H31 3.250 2.606 -1.229
H32 3.345 5.502 -0.598
H33 2.515 6.144 0.803
H34 1.633 5.883 -0.678
H35 4.223 3.540 1.720
H36 3.092 2.393 2.423
H37 2.993 4.087 2.835
H38 -0.484 4.247 0.607
H39 0.281 4.621 2.131
H40 -0.150 2.973 1.766
O2 -4.062 0.268 -2.798
C33 -2.948 0.053 -2.492
N8 -1.813 -0.142 -2.221

Mulliken population analysis, charges in e, atoms 1 to 6: -0.23 0.22 -0.43 -0.38 0.38 -0.95

***

Molecular formula: C33H40F7N4O27PS2
Method: DFT, ωB97M-V with the def2-TZVPD basis set

Values from the calculation:
Orbital gap = 9.56 eV
E_LUMO = 0.1 eV
Spin multiplicity = 1
SMILES string = N=[PH2][C@]1(CCCCCCCSc2nnco2)OS(=O)(=O)O[C@@H]1N=C=O.O=C1OC[C@@H](F)O1.O=C1OC[C@@H](F)O1.O=C1OC[C@@H](F)O1.O=C1OC[C@@H](F)O1.O=C1OC[C@@H](F)O1.O=C1OC[C@@H](F)O1.O=C1OC[C@@H](F)O1

CARTESIAN COORDINATES (ANGSTROEM)
N1 4.897 1.146 3.753
P1 4.125 1.843 2.578
C1 4.714 1.406 0.876
C2 5.350 2.665 0.195
C3 4.442 3.903 0.067
C4 3.487 3.887 -1.147
C5 2.059 3.578 -0.642
C6 1.267 4.846 -0.300
C7 0.090 4.548 0.667
C8 -0.472 3.136 0.525
S1 -2.210 3.166 1.084
C9 -2.750 1.507 0.986
N2 -3.146 0.897 2.060
N3 -3.555 -0.358 1.674
C10 -3.364 -0.435 0.402
O1 -2.870 0.713 -0.105
O2 3.703 1.007 -0.103
S2 4.299 0.107 -1.266
O3 3.671 -1.160 -1.300
O4 4.501 0.817 -2.472
O5 5.775 -0.065 -0.616
C11 5.807 0.319 0.748
N4 5.687 -0.918 1.528
C12 4.559 -1.268 1.849
O6 3.478 -1.545 2.166
H1 5.640 0.561 3.385
H2 2.745 1.538 2.558
H3 4.209 3.238 2.736
H4 5.695 2.407 -0.802
H5 6.235 2.982 0.751
H6 5.115 4.753 -0.048
H7 3.843 4.123 0.947
H8 3.791 3.140 -1.875
H9 3.494 4.861 -1.632
H10 2.176 3.011 0.280
H11 1.511 2.981 -1.364
H12 1.893 5.559 0.235
H13 0.866 5.308 -1.199
H14 0.389 4.697 1.704
H15 -0.711 5.271 0.500
H16 -0.456 2.749 -0.483
H17 0.075 2.488 1.202
H18 -3.605 -1.298 -0.187
H19 6.762 0.795 0.926
O7 -0.222 0.353 -0.682
C13 -0.112 -0.787 -0.991
O8 0.764 -1.235 -1.904
C14 0.678 -2.667 -1.932
C15 -0.706 -2.898 -1.378
F1 -0.782 -4.055 -0.679
O9 -0.873 -1.799 -0.491
H20 1.455 -3.093 -1.294
H21 0.801 -3.044 -2.940
H22 -1.501 -2.875 -2.124
O10 -8.892 -2.936 -0.006
C16 -8.376 -2.183 0.747
O11 -8.365 -0.833 0.587
C17 -7.769 -0.250 1.758
C18 -6.933 -1.398 2.260
F2 -6.820 -1.405 3.607
O12 -7.681 -2.539 1.857
H23 -8.550 0.046 2.460
H24 -7.170 0.621 1.504
H25 -5.941 -1.424 1.806
O13 -2.787 3.172 6.635
C19 -2.502 2.056 6.371
O14 -1.438 1.689 5.610
C20 -1.353 0.261 5.643
C21 -2.766 -0.130 5.987
F3 -2.800 -1.270 6.724
O15 -3.201 0.956 6.784
H26 -0.640 -0.041 6.412
H27 -1.032 -0.135 4.683
H28 -3.426 -0.235 5.124
O16 -1.189 -1.996 -4.922
C22 -2.061 -1.267 -4.585
O17 -2.277 -0.033 -5.085
C23 -3.495 0.471 -4.517
C24 -3.601 -0.340 -3.249
F4 -4.893 -0.583 -2.907
O18 -2.980 -1.569 -3.619
H29 -4.325 0.273 -5.197
H30 -3.429 1.540 -4.335
H31 -3.078 0.090 -2.393
O19 4.739 -6.061 -6.872
C25 3.811 -5.388 -6.588
O20 3.135 -4.592 -7.454
C26 2.001 -4.055 -6.766
C27 2.438 -4.157 -5.324
F5 1.384 -4.380 -4.494
O21 3.271 -5.297 -5.334
H32 1.124 -4.672 -6.967
H33 1.799 -3.035 -7.080
H34 3.003 -3.296 -4.961
O22 7.290 -0.026 5.630
C28 7.429 -1.142 5.274
O23 8.317 -1.549 4.327
C29 8.278 -2.977 4.273
C30 6.908 -3.274 4.837
F6 6.884 -4.448 5.515
O24 6.712 -2.208 5.743
H35 9.070 -3.388 4.900
H36 8.407 -3.332 3.254
H37 6.105 -3.273 4.098
O25 -5.324 2.484 -2.811
C31 -6.305 1.819 -2.798
O26 -6.869 1.298 -1.682
C32 -8.100 0.666 -2.065
C33 -7.864 0.390 -3.529
F7 -9.009 0.455 -4.249
O27 -7.010 1.460 -3.908
H38 -8.932 1.355 -1.910
H39 -8.269 -0.232 -1.489
H40 -7.364 -0.557 -3.737

Mulliken population analysis, charges in e, atoms 1 to 6: -0.75 0.75 -0.02 -1.20 -0.81 -0.89

***

| no. | strongest force on any atom (eV/Å) | E_tot (a.u.) |
| --- | --- | --- |
| 1 | 0.349 | -5212.43663 |
| 2 | 1.549 | -4654.13980 |
| 3 | 2.830 | -5368.77495 |